{
  "formula": "CH8BN3",
  "method": "wB97M-V/def2-TZVPD",
  "species": ["B", "C", "N", "N", "N", "H", "H", "H", "H", "H", "H", "H", "H"],
  "coordinates": [[-1.814, -0.031, -0.038], [2.376, 0.097, 0.311], [-1.159, 0.848, -0.668], [-2.847, -0.941, 0.521], [1.523, 0.023, -1.003], [3.024, -0.792, 0.378], [3.003, 1.038, 0.440], [1.531, 0.143, 1.009], [-0.595, 1.721, -0.465], [1.022, -0.792, -0.566], [-3.537, -0.735, 1.167], [-3.309, -1.377, -0.287], [0.781, 0.799, -0.800]],
  "nbo_charge": [1.0522, -0.4465, -1.1433, -1.1305, -0.7976, 0.1963, 0.1862, 0.1716, 0.4279, 0.3304, 0.4064, 0.3992, 0.3476],
  "e_homo_ha": -0.336,
  "e_tot_ha": -231.9764,
  "lumo_energy_ev": 0.20,
  "e_above_lowest_kj_mol": 339.8,
  "orbital_gap_ev": 9.4,
  "smiles": "[H]/N=B/N.CN"
}

=====

{
  "formula": "C6H12BrN3O4",
  "method": "wB97M-V/def2-TZVPD",
  "species": ["C", "C", "C", "C", "C", "C", "N", "N", "N", "O", "O", "O", "O", "Br", "H", "H", "H", "H", "H", "H", "H", "H", "H", "H", "H", "H"],
  "coordinates": [[-0.959, 1.539, -0.808], [-1.946, -0.772, -0.839], [-1.915, 0.574, 1.315], [4.200, -0.850, 0.868], [-1.194, 0.267, 0.001], [3.098, -0.211, 0.150], [0.081, -0.319, 0.352], [0.560, -0.835, 1.241], [2.295, -0.873, -0.814], [1.187, -1.412, 2.085], [2.488, -2.039, -1.081], [1.233, -0.236, -1.260], [5.405, -1.012, 0.183], [2.792, 1.624, 0.235], [-0.773, 2.482, -0.295], [-0.277, 1.443, -1.594], [-1.910, 1.703, -1.443], [-2.615, -0.307, -1.491], [-2.528, -1.505, -0.149], [-1.214, -1.408, -1.305], [-1.279, 1.370, 1.760], [-2.742, 1.193, 0.930], [-2.166, -0.364, 1.793], [3.962, -1.820, 1.325], [4.400, -0.280, 1.775], [5.258, -1.670, -0.465]],
  "nbo_charge": [-0.6225, -0.6052, -0.6175, -0.1476, 0.0993, -0.1270, 0.1157, 0.4910, 0.3903, -0.2785, -0.4887, -0.5360, -0.7019, 0.0627, 0.2293, 0.2665, 0.2163, 0.2280, 0.2078, 0.2530, 0.2313, 0.2380, 0.2306, 0.1924, 0.2014, 0.4712],
  "e_homo_ha": [-0.281, -0.281],
  "e_tot_ha": -3274.7239,
  "lumo_energy_ev": [-0.48, -0.48],
  "e_above_lowest_kj_mol": 0.0,
  "orbital_gap_ev": [7.2, 7.2]
}

=====

{
  "formula": "C35H73N2O22",
  "method": "wB97M-V/def2-TZVPD",
  "species": ["C", "C", "N", "C", "C", "C", "N", "C", "C", "C", "C", "C", "C", "C", "O", "C", "C", "H", "H", "H", "H", "H", "H", "H", "H", "H", "H", "H", "H", "H", "H", "H", "H", "H", "H", "H", "H", "H", "H", "H", "H", "H", "H", "H", "H", "H", "H", "H", "C", "O", "C", "O", "O", "C", "H", "H", "H", "H", "H", "H", "C", "O", "C", "O", "O", "C", "H", "H", "H", "H", "H", "H", "C", "O", "C", "O", "O", "C", "H", "H", "H", "H", "H", "H", "C", "O", "C", "O", "O", "C", "H", "H", "H", "H", "H", "H", "C", "O", "C", "O", "O", "C", "H", "H", "H", "H", "H", "H", "C", "O", "C", "O", "O", "C", "H", "H", "H", "H", "H", "H", "C", "O", "C", "O", "O", "C", "H", "H", "H", "H", "H", "H"],
  "coordinates": [[0.614, 2.515, 5.127], [-0.751, 3.162, 5.433], [-1.688, 2.168, 6.046], [-3.002, 2.042, 5.394], [-2.853, 1.710, 3.919], [-4.065, 1.065, 3.249], [-5.008, 0.434, 4.224], [-4.236, -0.223, 5.327], [-5.152, -1.175, 6.101], [-4.449, -2.358, 6.825], [-2.931, -2.341, 6.826], [-2.298, -2.935, 5.546], [-0.928, -2.346, 5.273], [-0.880, -1.494, 4.032], [-0.497, -2.238, 2.864], [-1.026, -1.651, 1.685], [-3.800, 0.949, 6.178], [1.439, 3.176, 5.350], [0.701, 1.686, 5.818], [0.671, 2.088, 4.132], [-0.556, 3.947, 6.152], [-1.169, 3.648, 4.559], [-1.894, 2.528, 6.970], [-3.579, 2.967, 5.485], [-2.026, 1.014, 3.844], [-2.558, 2.583, 3.359], [-4.591, 1.737, 2.588], [-3.701, 0.267, 2.618], [-5.589, 1.160, 4.647], [-5.652, -0.219, 3.772], [-3.412, -0.717, 4.847], [-5.776, -0.628, 6.797], [-5.837, -1.619, 5.379], [-4.783, -2.381, 7.852], [-4.748, -3.290, 6.369], [-2.504, -1.367, 7.029], [-2.620, -2.983, 7.642], [-2.291, -4.015, 5.571], [-2.947, -2.668, 4.710], [-0.196, -3.132, 5.135], [-0.555, -1.766, 6.108], [-1.847, -1.035, 3.828], [-0.151, -0.691, 4.171], [-0.518, -1.987, 0.792], [-0.910, -0.568, 1.710], [-2.084, -1.909, 1.624], [-3.209, 0.630, 7.023], [-4.692, 1.425, 6.578], [-1.167, 2.376, -3.529], [-1.327, 2.368, -2.104], [-0.186, 2.464, -1.426], [0.916, 2.544, -1.893], [-0.479, 2.449, -0.118], [0.662, 2.531, 0.742], [-2.160, 2.288, -3.958], [-0.718, 3.309, -3.862], [-0.563, 1.532, -3.856], [1.203, 3.456, 0.581], [1.320, 1.677, 0.587], [0.285, 2.509, 1.762], [1.764, 6.855, 4.374], [2.769, 5.893, 4.047], [3.946, 6.460, 3.706], [4.146, 7.643, 3.676], [4.852, 5.518, 3.415], [6.137, 6.039, 3.047], [0.866, 6.298, 4.630], [2.069, 7.452, 5.231], [1.555, 7.499, 3.522], [6.566, 6.616, 3.863], [6.062, 6.650, 2.150], [6.779, 5.189, 2.837], [4.886, 2.681, 0.764], [5.421, 3.760, -0.003], [5.601, 3.484, -1.297], [5.358, 2.437, -1.843], [6.090, 4.571, -1.885], [6.332, 4.427, -3.289], [4.789, 3.034, 1.787], [3.907, 2.395, 0.393], [5.559, 1.827, 0.749], [5.408, 4.205, -3.817], [7.067, 3.647, -3.474], [6.724, 5.380, -3.632], [0.705, -1.971, -4.189], [0.159, -2.819, -5.198], [0.001, -2.221, -6.383], [0.265, -1.072, -6.629], [-0.501, -3.111, -7.234], [-0.722, -2.607, -8.555], [0.779, -2.565, -3.283], [1.698, -1.626, -4.468], [0.050, -1.119, -4.008], [0.212, -2.278, -9.004], [-1.441, -1.790, -8.539], [-1.126, -3.427, -9.141], [6.246, -0.199, -1.414], [7.191, -1.214, -1.784], [7.014, -1.705, -3.008], [6.153, -1.380, -3.786], [7.956, -2.626, -3.227], [7.887, -3.241, -4.515], [6.501, 0.104, -0.403], [6.310, 0.662, -2.068], [5.234, -0.601, -1.420], [8.018, -2.502, -5.302], [6.940, -3.762, -4.643], [8.701, -3.959, -4.556], [-8.489, -2.238, 2.152], [-7.612, -3.340, 1.901], [-6.325, -3.032, 1.810], [-5.848, -1.934, 1.932], [-5.651, -4.131, 1.583], [-4.245, -3.934, 1.427], [-9.493, -2.647, 2.197], [-8.252, -1.767, 3.105], [-8.433, -1.509, 1.346], [-3.820, -3.485, 2.324], [-4.038, -3.311, 0.558], [-3.801, -4.913, 1.276], [2.100, -4.782, -14.012], [0.855, -5.486, -14.043], [-0.011, -5.113, -13.104], [0.173, -4.264, -12.269], [-1.118, -5.842, -13.247], [-2.144, -5.549, -12.299], [2.700, -5.184, -14.822], [1.943, -3.717, -14.171], [2.612, -4.949, -13.066], [-2.468, -4.514, -12.389], [-1.799, -5.747, -11.285], [-2.975, -6.207, -12.531]],
  "mulliken_charge": [-1.0695, -0.3678, -0.2899, 0.7993, -0.8011, -1.0562, -0.0473, 3.4197, -0.9168, -0.9568, -0.9018, 0.1955, -1.3872, 1.3492, -0.4650, -0.3178, -1.6904, 0.4148, 0.3593, 0.0294, 0.4114, 0.1684, 0.2930, 0.2361, 0.1542, 0.8382, 0.6545, 0.1744, 0.5232, 0.1870, -2.2813, 0.4656, 0.1192, 0.3910, 0.4458, 0.2178, 0.5863, 0.6161, -0.5450, 0.4519, 0.4242, -1.1263, 0.2101, 0.3359, 0.1361, -0.0471, 0.4484, 0.2364, -0.5273, -0.3334, 0.7633, -0.5403, -0.3024, -0.4453, 0.2191, 0.3036, 0.2061, 0.5051, 0.3202, -0.1938, -0.5864, -0.1719, 0.6741, -0.5339, -0.2790, -0.6970, 0.0725, 0.3336, 0.3154, 0.3606, 0.3211, 0.1977, -0.4346, -0.2114, 0.8014, -0.6158, -0.3444, -0.6255, 0.2219, 0.1658, 0.2266, 0.2853, 0.2960, 0.2279, -0.4801, -0.3198, 0.8016, -0.5406, -0.3192, -0.5537, 0.2141, 0.3215, 0.1267, 0.2976, 0.3092, 0.1400, -0.4984, -0.3596, 0.7631, -0.5505, -0.3276, -0.6256, 0.1685, 0.3477, 0.3055, 0.2929, 0.2912, 0.2133, -0.5899, -0.3580, 0.8808, -0.5917, -0.3426, -0.2043, 0.2430, 0.2035, 0.3083, -0.1983, 0.2953, 0.3382, -0.6214, -0.3196, 0.8137, -0.5393, -0.3080, -0.6059, 0.2196, 0.2921, 0.2933, 0.2896, 0.2703, 0.2139],
  "e_homo_ha": -0.430,
  "e_tot_ha": -3141.9753,
  "lumo_energy_ev": -2.56,
  "charge": 1,
  "orbital_gap_ev": 9.1
}

=====

{
  "formula": "C4H10N2O",
  "method": "wB97M-V/def2-TZVPD",
  "species": ["O", "C", "C", "C", "N", "C", "N", "H", "H", "H", "H", "H", "H", "H", "H", "H", "H"],
  "coordinates": [[-2.717, 1.364, -0.303], [-1.637, 0.909, -0.567], [-0.831, 0.047, 0.373], [-1.689, -1.111, 0.899], [0.364, -0.440, -0.292], [1.466, 0.515, -0.238], [2.581, 0.060, -1.013], [-1.228, 1.008, -1.595], [-0.552, 0.644, 1.246], [-1.746, -1.888, 0.139], [-2.666, -0.742, 1.199], [-1.199, -1.508, 1.788], [0.665, -1.314, 0.117], [1.107, 1.457, -0.654], [1.726, 0.730, 0.815], [3.219, -0.539, -0.516], [3.140, 0.809, -1.396]],
  "nbo_charge": [-0.5203, 0.4403, -0.1716, -0.6024, -0.6173, -0.0450, -0.8351, 0.1143, 0.1868, 0.2145, 0.2363, 0.2079, 0.3583, 0.1776, 0.1322, 0.3562, 0.3675],
  "e_homo_ha": -0.337,
  "e_tot_ha": -343.1335,
  "lumo_energy_ev": 0.89,
  "e_above_lowest_kj_mol": 178.4,
  "orbital_gap_ev": 10.1,
  "smiles": "C[C@H](C=O)NCN"
}

=====

{
  "formula": "C20H18N3O5RuS3",
  "method": "wB97M-V/def2-TZVPD",
  "species": ["Ru", "O", "C", "O", "C", "C", "C", "C", "C", "N", "C", "O", "O", "H", "H", "H", "H", "H", "S", "C", "N", "C", "C", "C", "C", "C", "C", "S", "H", "H", "H", "H", "C", "O", "H", "H", "H", "H", "S", "C", "N", "C", "C", "C", "C", "H", "H", "H", "H", "H"],
  "coordinates": [[-0.238, -0.540, 0.255], [1.583, 2.995, 2.261], [1.764, 2.056, 1.354], [1.667, 2.211, 0.161], [2.138, 0.729, 1.959], [3.057, 0.654, 3.000], [3.526, -0.588, 3.386], [3.088, -1.713, 2.697], [2.153, -1.553, 1.694], [1.653, -0.352, 1.357], [1.620, -2.670, 0.853], [2.115, -3.875, 0.919], [0.719, -2.457, 0.044], [1.379, 3.839, 1.821], [3.399, 1.561, 3.477], [4.238, -0.682, 4.194], [3.473, -2.687, 2.972], [2.842, -3.976, 1.550], [-1.171, -0.933, 2.365], [-1.482, 0.757, 2.168], [-1.086, 1.168, 0.983], [-1.423, 2.493, 0.730], [-1.211, 3.209, -0.444], [-1.620, 4.526, -0.482], [-2.230, 5.128, 0.625], [-2.455, 4.420, 1.791], [-2.048, 3.090, 1.830], [-2.240, 1.946, 3.139], [-0.751, 2.735, -1.301], [-1.474, 5.104, -1.384], [-2.543, 6.161, 0.564], [-2.942, 4.882, 2.638], [1.746, -0.453, -2.244], [0.795, 0.280, -1.452], [2.598, -0.770, -1.640], [2.089, 0.171, -3.066], [1.233, -1.324, -2.643], [1.215, 1.091, -1.102], [-2.219, -0.802, -0.831], [-2.116, -2.056, -2.034], [-1.273, -3.102, -1.911], [-1.213, -4.126, -2.792], [-2.040, -4.143, -3.878], [-2.935, -3.081, -4.045], [-2.972, -2.046, -3.135], [-0.657, -3.124, -1.105], [-0.493, -4.901, -2.572], [-1.995, -4.963, -4.579], [-3.604, -3.069, -4.895], [-3.656, -1.218, -3.252]],
  "lowdin_spin": [0.7631, -0.0001, 0.0000, 0.0006, 0.0009, -0.0003, 0.0025, -0.0002, 0.0018, -0.0002, -0.0011, -0.0008, 0.0013, 0.0000, -0.0001, 0.0001, 0.0000, 0.0000, 0.0579, 0.0013, 0.0014, -0.0002, 0.0025, -0.0003, 0.0037, -0.0009, 0.0029, -0.0012, 0.0000, -0.0001, 0.0002, -0.0001, 0.0005, 0.0185, 0.0003, 0.0002, 0.0000, 0.0007, 0.0939, 0.0096, 0.0100, 0.0053, 0.0108, 0.0030, 0.0121, -0.0002, 0.0001, 0.0005, -0.0001, 0.0003],
  "e_homo_ha": [-0.501, -0.497],
  "e_tot_ha": -2602.4596,
  "lumo_energy_ev": [-7.06, -7.39],
  "e_above_lowest_kj_mol": 3.8,
  "s2": 0.757,
  "charge": 2,
  "orbital_gap_ev": [6.6, 6.1],
  "spin_multiplicity": 2
}